Molecular formula: C4H2BeO5
Method: DFT, the ωB97M-V functional and the def2-TZVPD basis

Structure (XYZ):
```
12
Properties=species:S:1:pos:R:3:forces:R:3
C 3.8298 -0.4829 0.0412 5.5 -2.1 -0.8
O 4.8900 -0.8863 -0.0914 -2.3 0.9 0.5
O 2.7401 -0.0660 0.1215 2.2 -1.4 0.6
O 0.6685 1.2193 -0.4373 -4.5 5.5 -4.4
C -0.5375 1.0351 -0.3631 -5.7 -0.3 0.9
O -1.0125 0.1101 0.4198 1.7 2.7 0.0
Be 1.5271 0.5010 0.1228 3.6 -3.5 4.5
H -1.2593 1.6613 -0.9094 0.2 -0.1 0.0
O -2.7685 -2.0921 -0.6535 0.8 3.0 -0.9
C -2.5773 -0.9922 -0.3260 -3.5 -4.9 1.6
C -2.5379 0.0358 0.5375 1.7 -0.1 -1.7
H -2.9624 -0.0431 1.5379 0.2 0.3 -0.2
```
Positions in Å, forces in eV/Å.

Calculated values
DFT total energy = -14797.10495 eV
net charge = +2

Molecular formula: C4H2Br2Si
Method: DFT, the ωB97M-V functional and the def2-TZVPD basis

Structure (XYZ):
```
9
Properties=species:S:1:pos:R:3:forces:R:3
C -0.6912 -2.5100 -0.0281 0.5 1.8 0.1
C -0.2174 -1.5475 0.5399 0.2 -0.5 0.7
Si 0.6755 -0.3913 1.6337 2.4 0.0 -0.7
Br 0.2093 -0.3639 3.7596 -0.1 -0.2 -0.3
Br 3.3459 -1.3424 1.4892 -2.7 1.0 0.1
C 0.7604 1.3476 1.0121 0.0 -3.1 0.9
C 0.9540 2.3660 0.4341 -0.4 1.0 -0.3
H -1.1343 -3.1046 -0.7735 -0.3 -0.8 -0.1
H 0.8827 3.3017 -0.0241 0.4 0.8 -0.5
```
Positions in Å, forces in eV/Å.

Calculated values
DFT total energy = -152140.81200 eV
structure (SMILES) = C#C[Si](Br)(Br)C#C
relative energy (zero: lowest compared OMol25 entry of this formula, charge and spin) = 27.7 kcal/mol
net charge = 0

Molecular formula: C4H2BrNS
Method: DFT, the ωB97M-V functional and the def2-TZVPD basis

Structure (XYZ):
```
9
Properties=species:S:1:pos:R:3:forces:R:3
C 1.0642 0.4673 -0.7711 3.8 1.8 -2.1
C 0.0703 0.9078 -0.0890 -1.4 -0.4 1.0
C 0.6507 -1.6650 -0.1590 -0.4 0.9 -0.7
C -0.9250 0.6673 0.7495 -0.4 1.6 -3.9
N 1.3877 -0.9473 -0.8001 0.1 -0.7 0.1
S -0.6477 -2.0202 0.6083 -0.1 -1.6 0.6
Br -2.7537 0.8534 0.0557 0.9 -0.2 0.7
H 1.9007 1.0958 -1.3441 -2.2 -1.4 1.4
H -0.7472 0.6407 1.7497 -0.2 0.0 2.8
```
Positions in Å, forces in eV/Å.

Calculated values
DFT total energy = -86544.43893 eV
relative energy (zero: lowest compared OMol25 entry of this formula, charge and spin) = 22.5 kcal/mol
net charge = 0

Molecular formula: C4H2BrO2
Method: DFT, the ωB97M-V functional and the def2-TZVPD basis

Structure (XYZ):
```
9
Properties=species:S:1:pos:R:3:forces:R:3
C 0.8060 1.2360 -1.0934 0.8 -0.8 0.9
C 0.1098 0.5063 -0.4186 -0.5 0.2 0.1
C -1.3664 -1.4773 -0.2633 2.9 -1.5 0.8
C -0.6475 -0.4237 0.4465 0.9 1.4 -1.8
O -1.1637 -2.5346 -0.7742 -1.3 0.0 -0.4
O -2.2121 -0.5812 0.0590 -0.9 1.1 0.4
Br 3.1035 1.9332 1.9927 -0.1 0.0 -0.1
H 1.7281 1.7261 -1.4462 -1.3 -0.2 0.2
H -0.3576 -0.3849 1.4975 -0.7 -0.2 -0.2
```
Positions in Å, forces in eV/Å.

Calculated values
DFT total energy = -78316.38946 eV
relative energy (zero: lowest compared OMol25 entry of this formula, charge and spin) = 27.2 kcal/mol
net charge = -1

Molecular formula: C4H2BrP
Method: DFT, the ωB97M-V functional and the def2-TZVPD basis

Structure (XYZ):
```
8
Properties=species:S:1:pos:R:3:forces:R:3
C -0.9761 -1.5101 0.6313 2.0 0.3 -0.8
C 1.7070 1.8508 -0.3562 0.5 -1.9 -0.6
C 0.1823 -1.2522 0.3376 -0.6 -0.3 -0.1
C 1.9073 0.6460 -0.4109 -0.7 0.3 0.5
P 1.8278 -1.1480 -0.3258 -0.4 1.0 0.3
Br -4.1668 0.3533 0.0296 0.0 0.0 0.0
H -1.9838 -1.7982 0.6654 -0.7 -0.1 0.4
H 1.5023 2.8584 -0.5711 0.0 0.7 0.2
```
Positions in Å, forces in eV/Å.

Calculated values
DFT total energy = -83505.36540 eV
relative energy (zero: lowest compared OMol25 entry of this formula, charge and spin) = 53.7 kcal/mol
net charge = 0

Molecular formula: C4H2CdO2
Method: DFT, the ωB97M-V functional and the def2-TZVPD basis

Structure (XYZ):
```
9
Properties=species:S:1:pos:R:3:forces:R:3
O -1.3256 1.5726 -0.2016 -1.9 1.5 0.3
C -1.8786 0.3469 -0.0926 0.0 -1.8 -0.3
C -1.0820 -0.7998 -0.0418 -0.3 0.5 0.6
C 0.1448 -1.0488 0.4099 5.2 0.6 -0.7
H -2.9727 0.3120 -0.1756 0.4 0.1 0.0
C 1.7722 -0.6105 0.2814 -4.5 -2.5 2.1
O 2.2445 0.1840 -0.6963 1.3 -0.1 -1.4
Cd 0.5494 1.1448 -0.3821 0.6 1.6 -0.4
H 2.5480 -1.1013 0.8988 -0.9 0.0 -0.2
```
Positions in Å, forces in eV/Å.

Calculated values
DFT total energy = -12832.77049 eV
2S+1 = 2
net charge = -1

Molecular formula: C4H2Cl2NO2S
Method: DFT, the ωB97M-V functional and the def2-TZVPD basis

Structure (XYZ):
```
12
Properties=species:S:1:pos:R:3:forces:R:3
C 0.3666 0.3959 -0.9601 -3.1 3.7 -0.6
C -0.6796 1.8421 -1.2664 1.7 -2.5 0.4
C 1.3168 -1.7874 0.5000 -1.4 -0.2 -0.1
C -0.5674 0.4891 1.0987 -2.7 -2.5 -1.3
N 0.3329 -0.1188 0.1806 0.0 0.4 -1.8
O 0.5939 -2.5934 0.0843 -0.8 -1.6 -0.8
O 2.2036 -1.3135 1.0515 3.3 0.6 1.6
S -1.1323 2.0897 0.4178 0.3 0.1 0.8
Cl 1.1807 -0.1636 -2.3392 0.5 -0.5 0.0
Cl -2.2022 1.0050 -2.0556 0.1 -0.3 -0.4
H -1.3460 -0.3781 1.3038 0.8 1.8 -0.5
H -0.0670 0.5330 1.9845 1.3 0.9 2.7
```
Positions in Å, forces in eV/Å.

Calculated values
DFT total energy = -45645.00400 eV
relative energy (zero: lowest compared OMol25 entry of this formula, charge and spin) = 25.8 kcal/mol
net charge = -1

Molecular formula: C4H2Cl2O2
Method: DFT, the ωB97M-V functional and the def2-TZVPD basis

Structure (XYZ):
```
10
Properties=species:S:1:pos:R:3:forces:R:3
C -1.1123 -1.3859 -1.1505 0.8 -1.0 1.8
C -1.2584 0.0244 -1.2987 1.5 2.2 0.6
C -0.2055 -0.5953 0.5121 1.4 -1.7 -4.1
C 0.1043 0.4199 -0.5155 0.1 2.0 0.0
O -1.0935 -2.4407 -1.5955 -0.1 -1.3 -0.7
O -2.2729 0.6282 -1.1721 -1.1 0.6 -0.4
Cl -1.3396 -0.0931 1.5956 -0.9 0.1 2.0
Cl 1.6305 0.2824 -1.4615 -0.7 -0.5 0.4
H 0.5848 -1.3570 0.5514 -0.7 0.1 1.2
H 0.1121 1.4417 -0.0718 -0.4 -0.6 -0.8
```
Positions in Å, forces in eV/Å.

Calculated values
DFT total energy = -33316.86283 eV
relative energy (zero: lowest compared OMol25 entry of this formula, charge and spin) = 63.9 kcal/mol
net charge = 0

Molecular formula: C4H2ClI2N2O4
Method: DFT, the ωB97M-V functional and the def2-TZVPD basis

Structure (XYZ):
```
15
Properties=species:S:1:pos:R:3:forces:R:3
N 0.3229 1.7047 2.8652 1.4 2.9 1.5
C -0.2202 0.7678 2.5651 -1.5 -4.3 -2.6
C -0.7315 -0.4824 1.8592 0.1 0.4 0.6
I -0.6254 -0.2568 -0.3063 -0.2 0.5 0.4
C 0.0611 -1.7626 2.3188 1.1 0.6 -0.1
I -1.1996 -3.5078 2.1953 0.3 0.3 0.0
C 1.3204 -1.9824 1.5147 -3.9 0.6 2.4
N 2.1587 -2.1528 0.7847 2.6 -0.6 -1.7
H -1.7919 -0.6020 2.1358 0.5 0.0 -0.2
H 0.3687 -1.6471 3.3735 -0.3 -0.2 -0.4
O -0.3469 3.0541 -3.0128 0.0 -0.1 0.0
Cl 0.0750 1.9780 -3.8799 0.1 0.4 -0.1
O -0.5998 2.0844 -5.1523 0.0 -0.1 0.1
O -0.2654 0.7060 -3.2645 -0.1 -0.3 0.2
O 1.5032 2.0443 -4.0794 -0.1 -0.1 0.0
```
Positions in Å, forces in eV/Å.

Calculated values
DFT total energy = -44067.66797 eV
net charge = -1

Molecular formula: C4H2ClNO2
Method: DFT, the ωB97M-V functional and the def2-TZVPD basis

Structure (XYZ):
```
10
Properties=species:S:1:pos:R:3:forces:R:3
C 0.0257 -1.8192 0.0125 0.3 1.6 0.0
C 0.4743 0.2951 0.0064 -4.2 0.7 0.0
C -1.2614 -0.0489 -0.0043 3.7 3.7 0.0
C 1.0406 1.6064 -0.0096 -1.4 -0.2 0.0
N 0.9547 -0.9197 0.0161 1.3 -1.6 0.0
O 2.2207 1.8550 0.0129 1.4 0.2 0.0
O -1.2499 -1.3536 0.0029 -1.2 -3.8 0.0
Cl -2.6542 0.8594 -0.0052 0.1 -0.2 0.0
H 0.1782 -2.8790 0.0153 -0.1 -0.3 0.0
H 0.2713 2.4045 -0.0472 0.1 -0.1 0.0
```
Positions in Å, forces in eV/Å.

Calculated values
DFT total energy = -22282.72477 eV
relative energy (zero: lowest compared OMol25 entry of this formula, charge and spin) = 0.0 kcal/mol
2S+1 = 3
net charge = 0

Molecular formula: C4H2ClNS3
Method: DFT, the ωB97M-V functional and the def2-TZVPD basis

Structure (XYZ):
```
11
Properties=species:S:1:pos:R:3:forces:R:3
C 1.5605 -0.7434 -0.6669 0.2 0.4 0.1
C 0.7588 1.1820 0.6838 0.4 0.0 -0.2
C 0.2578 -0.8688 -0.2944 -0.3 0.0 0.1
C -0.2015 0.2387 0.4842 -0.1 -0.3 0.0
N -2.1274 -1.3374 0.3394 -0.3 0.3 0.6
S 2.2274 0.7293 -0.0758 -0.9 -0.3 0.1
S -0.9785 -2.0726 -0.5594 0.2 0.5 0.0
S -1.8850 0.0900 0.9391 0.3 0.2 -1.5
Cl -2.4436 2.0842 -0.8075 0.2 -0.7 0.7
H 2.1588 -1.4169 -1.2445 0.1 -0.2 -0.1
H 0.6727 2.1149 1.2022 0.0 0.2 0.1
```
Positions in Å, forces in eV/Å.

Calculated values
DFT total energy = -50696.72440 eV
relative energy (zero: lowest compared OMol25 entry of this formula, charge and spin) = 0.0 kcal/mol
net charge = 0

Molecular formula: C4H2CsO2
Method: DFT, the ωB97M-V functional and the def2-TZVPD basis

Structure (XYZ):
```
9
Properties=species:S:1:pos:R:3:forces:R:3
H -0.3529 -2.0772 -0.6725 -0.2 0.1 0.6
C -0.1498 -1.1524 -0.1298 0.1 -0.5 -0.1
C -1.0945 -0.1420 -0.0346 -0.2 1.5 0.2
O 1.0900 -1.1128 0.3282 0.5 -0.5 -0.9
O 1.4256 0.0304 1.0710 0.7 0.9 -0.1
Cs 4.5286 0.9424 -0.3229 -0.9 -0.3 0.4
C -1.5813 1.1436 -0.1494 0.6 -0.8 -0.1
C -2.4013 0.2141 0.4448 -0.8 -0.1 -0.5
H -1.4643 2.1538 -0.5348 0.2 -0.2 0.4
```
Positions in Å, forces in eV/Å.

Calculated values
DFT total energy = -8813.83924 eV
relative energy (zero: lowest compared OMol25 entry of this formula, charge and spin) = 107.2 kcal/mol
2S+1 = 2
net charge = 0